1.
An isolated molecule of C2H6N4O, computed with wB97M-V/def2-TZVPD.

```
13
Properties=species:S:1:pos:R:3:mulliken_charge:R:1
H -1.62 -1.52 0.68 0.25
N -2.08 -0.62 0.71 -0.60
C -1.30 0.33 0.32 -0.01
N 0.12 0.37 0.24 0.16
N 0.73 1.66 0.15 -0.71
C 0.51 -0.64 -0.72 -0.46
N 1.88 -1.18 0.00 0.07
O 1.87 -2.36 0.28 -0.31
H -1.72 1.35 0.31 0.36
H 0.64 2.12 1.06 0.27
H 0.25 2.25 -0.53 0.26
H 0.82 -0.22 -1.68 0.30
H -0.10 -1.54 -0.82 0.42
```

Summary:
SMILES string: [H]/N=C\N(N)CN=O
DFT total energy: -10174.5902 eV

---

2.
An isolated molecule of C2H6N4O, computed with wB97M-V/def2-TZVPD.

```
13
Properties=species:S:1:pos:R:3:mulliken_charge:R:1
N 0.70 -0.06 2.03 -0.73
N 0.73 -0.09 0.64 -0.17
C -0.35 -0.28 -0.04 0.51
N -1.57 -0.74 0.40 -0.45
N -0.24 0.11 -1.35 -0.19
C 1.10 0.45 -1.74 0.07
O 1.49 0.27 -2.87 -0.50
H 1.57 0.34 2.36 0.25
H -0.09 0.45 2.43 0.18
H -2.38 -0.54 -0.17 0.21
H -1.72 -0.71 1.39 0.25
H -0.85 -0.33 -2.02 0.24
H 1.62 1.13 -1.05 0.33
```

Summary:
SMILES string: N/N=C(\N)NC=O
DFT total energy: -10178.0859 eV

---

3.
An isolated molecule of C2H6N4O, computed with wB97M-V/def2-TZVPD.

```
13
Properties=species:S:1:pos:R:3:mulliken_charge:R:1
C 0.33 -1.34 1.09 -0.19
C 0.42 0.38 -1.01 -0.05
N -0.89 0.83 0.82 -0.84
N 0.48 1.91 -2.66 -0.80
N -0.12 -0.03 0.21 0.56
N 0.00 1.52 -1.55 0.10
O 0.06 -1.10 2.36 -0.48
H 1.39 -1.48 0.89 0.25
H -0.08 -2.29 0.80 0.27
H 1.32 -0.24 -1.25 0.25
H -0.82 -0.74 2.43 0.37
H 0.38 2.96 -2.80 0.24
H -0.91 1.73 0.33 0.32
```

Summary:
DFT total energy: -10174.2805 eV

---

4.
An isolated molecule of C2H6N4O2, computed with wB97M-V/def2-TZVPD.

```
14
Properties=species:S:1:pos:R:3:mulliken_charge:R:1
H 1.74 1.07 -1.52 0.25
N 2.04 0.41 -0.75 -0.76
C 1.18 0.16 0.13 0.50
N 1.57 -0.31 1.29 -0.34
N -0.12 0.55 0.16 0.20
O -0.46 0.89 -1.06 -0.59
C -1.06 -0.51 0.43 0.43
N -2.15 -0.48 -0.53 -0.44
O -1.10 -1.03 1.55 -0.60
H 2.54 -0.34 1.58 0.22
H 1.03 -0.96 1.79 0.18
H -0.59 1.98 -1.32 0.35
H -1.74 -0.52 -1.67 0.34
H -2.88 -0.91 -0.07 0.26
```

Summary:
SMILES string: [H]/N=C(/N)N(O)C(N)=O
DFT total energy: -12222.9819 eV

---

5.
A structure of composition C2H6N4O2, computed with wB97M-V/def2-TZVPD.

```
14
Properties=species:S:1:pos:R:3:mulliken_charge:R:1
C 0.30 -0.47 0.29 0.54
C -2.01 0.26 0.06 -0.07
H 2.73 -0.45 2.21 0.28
H 2.25 1.35 1.81 0.23
H 2.65 0.28 -0.52 0.29
H -0.64 -1.97 -0.79 0.28
H -2.86 -0.47 0.67 0.28
H -1.95 0.89 -2.75 0.42
N 1.89 0.40 1.77 -0.54
N 1.60 0.36 0.22 -0.31
N 0.35 -1.54 -0.40 -0.58
N -2.31 0.39 -1.16 -0.26
O -0.65 0.38 0.68 -0.24
O -1.34 0.61 -2.07 -0.31
```

Summary:
DFT total energy: -12218.5429 eV

---

6.
A cluster of 3 separate species, C2H6N4O2 in total, computed with wB97M-V/def2-TZVPD.

```
14
Properties=species:S:1:pos:R:3:mulliken_charge:R:1
H -0.88 -1.16 -0.99 0.27
N -1.83 -0.90 -0.76 -0.53
N -2.32 0.05 -1.27 0.35
C -2.32 1.13 -1.97 0.06
O -2.01 2.23 -1.58 -0.52
H -2.84 1.08 -2.85 0.38
N 1.72 1.42 -0.70 -0.39
C 1.38 0.62 -1.49 0.53
O 1.25 -0.26 -2.23 -0.44
H 1.34 2.08 -0.06 0.31
N 1.64 -1.48 3.70 -0.65
H 2.53 -1.37 3.30 0.22
H 0.97 -0.96 3.17 0.22
H 1.37 -2.50 3.73 0.22
```

Summary:
SMILES string: [H]/N=N\C=O.N=C=O.N
DFT total energy: -12223.5100 eV

---

7.
An isolated molecule of C2H6N4O2, computed with wB97M-V/def2-TZVPD.

```
14
Properties=species:S:1:pos:R:3:mulliken_charge:R:1
H -2.47 0.40 2.09 0.21
N -1.81 0.35 1.32 -0.67
C -0.60 0.56 1.68 0.11
N 0.52 0.50 0.94 -0.63
C 0.48 0.15 -0.33 0.53
N -0.29 -0.81 -0.91 -0.10
O -0.98 -1.61 -0.07 -0.47
N 1.40 0.81 -1.13 -0.23
O 1.76 0.03 -2.27 -0.42
H -0.43 0.94 2.71 0.36
H -0.38 -0.91 -1.89 0.23
H -1.71 -0.93 0.27 0.42
H 2.15 1.18 -0.55 0.31
H 2.35 -0.66 -1.88 0.35
```

Summary:
SMILES string: [H]/N=C/N=C(NO)NO
DFT total energy: -12223.0640 eV

---

8.
A cluster of 2 separate species, C2H6N4S in total, computed with wB97M-V/def2-TZVPD.

```
13
Properties=species:S:1:pos:R:3:mulliken_charge:R:1
C 0.52 0.32 1.35 0.51
C -0.40 0.30 -1.29 0.32
H 1.58 -0.97 1.76 0.31
H 0.13 -1.82 0.93 0.26
H 0.85 1.80 2.57 0.24
H -2.27 -0.53 -1.05 0.32
H -1.79 -0.28 -2.63 0.33
H 1.36 -0.30 -1.40 0.34
N 0.89 -0.99 1.01 -0.55
N 1.03 0.93 2.32 -0.68
N -1.70 0.43 -1.87 -0.66
N 0.59 0.12 -2.03 -0.60
S -0.78 0.99 0.33 -0.14
```

Summary:
DFT total energy: -18963.4837 eV

---

9.
An isolated molecule of C2H6N4S, computed with wB97M-V/def2-TZVPD.

```
13
Properties=species:S:1:pos:R:3:mulliken_charge:R:1
H -0.91 -1.42 -0.29 0.30
N -2.04 -1.29 -0.72 -0.56
C -2.33 -0.18 -0.10 -0.12
N -1.42 0.77 0.55 -0.37
N -0.20 0.16 0.93 -0.24
C 0.83 0.33 0.06 0.24
N 0.71 1.31 -0.81 -0.46
S 2.19 -0.60 0.07 -0.40
H -3.30 0.09 -0.32 0.45
H -1.96 1.24 1.32 0.27
H -0.22 -0.64 1.62 0.28
H 1.42 1.09 -1.66 0.29
H -0.35 1.58 -1.16 0.33
```

Summary:
SMILES string: [H]/N=C\NNC(N)=S
DFT total energy: -18964.5648 eV

---

10.
An isolated molecule of C2H6N4S, computed with wB97M-V/def2-TZVPD.

```
13
Properties=species:S:1:pos:R:3:mulliken_charge:R:1
C 0.25 0.65 0.38 0.04
C 2.04 2.00 -1.23 -0.83
N -0.49 -0.20 0.99 -0.27
N -0.59 -1.50 0.73 -0.35
N -2.93 -1.83 0.75 -0.69
N -1.69 -2.18 0.77 0.50
S 1.09 0.40 -1.21 -0.03
H 0.66 1.57 0.81 0.27
H 2.16 2.33 -0.19 0.27
H 1.41 2.80 -1.54 0.34
H 2.93 1.90 -1.91 0.28
H -3.29 -2.76 0.90 0.23
H -1.56 -3.20 0.76 0.23
```

Summary:
DFT total energy: -18962.1808 eV

---

11.
An isolated molecule of C2H6N4S, computed with wB97M-V/def2-TZVPD.

```
13
Properties=species:S:1:pos:R:3:mulliken_charge:R:1
H 1.48 0.66 2.81 0.25
N 1.45 -0.06 1.81 -0.57
C 0.86 1.05 0.95 -0.02
N 0.30 0.64 -0.30 -0.13
S 0.52 1.67 -1.75 -0.21
C -0.30 -0.44 -0.60 0.62
N -0.49 -1.47 0.50 -0.43
N -0.95 -0.66 -1.77 -0.70
H -1.45 -1.60 -1.74 0.17
H 0.99 2.19 0.94 0.33
H -0.94 1.43 -2.57 0.22
H -0.05 -1.30 1.31 0.22
H -1.41 -2.11 0.41 0.24
```

Summary:
SMILES string: [H]/N=C/N(S)/C(N)=N/[H]
DFT total energy: -18961.4298 eV

---

12.
The ion C2H6N5 with charge +1, computed with wB97M-V/def2-TZVPD.

```
13
Properties=species:S:1:pos:R:3:mulliken_charge:R:1
C 0.25 -1.28 1.90 0.16
C 0.73 -0.18 -1.40 -0.70
N -0.40 -0.45 2.50 -0.16
N 0.60 -1.24 0.59 -0.75
N -0.65 0.61 0.39 -0.32
N 0.15 -0.33 -0.07 1.21
N -1.10 1.56 -0.46 -0.49
H 0.71 -2.06 2.42 0.42
H 0.30 0.56 -1.95 0.34
H 1.70 0.20 -1.24 0.40
H 0.85 -1.10 -1.87 0.33
H -1.06 2.41 -0.07 0.25
H -2.09 1.30 -0.76 0.31
```

Summary:
net charge: +1
DFT total energy: -9607.7096 eV

---

13.
The ion C2H6N5O2 with charge +1, computed with wB97M-V/def2-TZVPD.

```
15
Properties=species:S:1:pos:R:3:mulliken_charge:R:1
H 1.96 1.76 -0.28 0.29
N 1.29 1.32 -0.91 -1.00
N 0.53 0.49 -0.42 1.40
N -0.33 -0.25 -1.10 -0.58
C -0.52 -0.17 -2.40 0.25
O -1.47 -0.78 -2.94 -0.32
N 0.50 0.29 0.90 -0.28
C -0.23 -0.75 1.66 0.48
N 0.13 -0.67 3.01 -0.42
O -0.99 -1.49 1.14 -0.39
H -0.06 0.53 -3.11 0.31
H -1.65 -0.44 -3.85 0.43
H 0.94 1.03 1.41 0.30
H 0.49 0.25 3.28 0.24
H -0.57 -1.13 3.60 0.29
```

Summary:
SMILES string: [H]/N=[N+](/N=C/O)NC(N)=O
net charge: +1
DFT total energy: -13706.3308 eV

---

14.
A cluster of 3 separate species, C2H6N5OS in total, computed with wB97M-V/def2-TZVPD.

```
15
Properties=species:S:1:pos:R:3:mulliken_charge:R:1
C 3.17 -4.41 1.43 0.12
C -0.63 0.71 0.17 0.73
N 1.41 -4.18 0.53 -0.12
N 0.26 1.44 -0.56 -0.36
N 1.14 -2.19 -0.70 -0.42
N -1.53 1.33 0.97 -0.47
N 1.10 -3.21 0.03 0.60
O -0.68 -0.53 0.00 -0.70
S 3.28 -5.74 2.16 0.02
H 0.21 2.54 -0.61 0.24
H 0.91 1.08 -1.14 0.16
H 1.93 -1.77 -1.03 0.26
H -2.29 0.78 1.31 0.27
H -1.92 2.23 0.73 0.25
H 0.33 -1.43 -0.43 0.42
```

Summary:
net charge: +1
DFT total energy: -22493.3475 eV

---

15.
A cluster of 3 separate species, C2H6N5OS in total, computed with wB97M-V/def2-TZVPD.

```
15
Properties=species:S:1:pos:R:3:mulliken_charge:R:1
C 2.00 1.62 -0.05 -0.33
C -1.76 0.34 0.04 0.82
N 1.10 -1.65 0.11 -0.38
N -0.88 1.32 0.03 -0.17
N 3.28 -2.32 0.09 -0.83
N -3.07 0.59 0.07 -0.39
N 2.15 -2.03 -0.01 0.83
O -1.43 -0.90 0.02 -0.54
S 3.42 2.12 0.08 0.01
H -1.21 2.28 0.05 0.20
H 0.15 1.20 0.01 0.41
H 3.84 -2.78 -0.60 0.31
H -3.70 -0.19 0.07 0.25
H -3.45 1.52 0.03 0.21
H -0.45 -1.13 0.07 0.60
```

Summary:
net charge: +1
DFT total energy: -22495.2223 eV

---

16.
A structure of composition C2H6N6, computed with wB97M-V/def2-TZVPD.

```
14
Properties=species:S:1:pos:R:3:mulliken_charge:R:1
C 1.31 0.56 -1.12 -0.64
C -0.36 -0.55 0.19 0.47
H 1.02 1.89 -1.11 0.27
H 2.01 0.24 -0.07 0.28
H 1.95 0.03 -2.10 0.21
H -0.65 1.60 -1.79 0.32
H 0.16 -1.59 3.06 0.27
H -1.03 -0.87 2.17 0.35
N -0.06 -0.17 -1.18 -0.02
N -1.14 0.75 -1.48 -0.25
N -1.63 1.15 -0.16 -0.25
N -1.28 0.28 0.73 -0.15
N 0.18 -1.59 0.79 -0.35
N -0.48 -1.72 2.08 -0.50
```

Summary:
DFT total energy: -11104.8362 eV

---

17.
A cluster of 2 separate species, C2H6NO2 in total, computed with wB97M-V/def2-TZVPD.

```
11
Properties=species:S:1:pos:R:3:mulliken_charge:R:1
C 1.24 0.68 1.80 -0.48
O 0.12 0.82 0.97 -0.63
H 0.82 0.74 2.83 0.18
H 1.72 -0.30 1.64 0.23
H 1.95 1.47 1.58 0.17
C -1.29 -0.48 -2.07 0.04
N -0.90 -0.90 -0.87 -0.69
O -1.20 -1.17 -3.12 -0.73
H -1.70 0.54 -2.11 0.30
H -0.48 0.31 0.33 0.46
H -0.29 -1.71 -0.98 0.15
```

Summary:
net charge: -1
DFT total energy: -7756.3548 eV

---

18.
A cluster of 2 separate species, C2H6NO2 in total, computed with wB97M-V/def2-TZVPD.

```
11
Properties=species:S:1:pos:R:3:mulliken_charge:R:1
C 1.22 1.86 1.50 -0.48
O 0.60 0.68 1.90 -0.57
H 2.07 1.96 2.19 0.18
H 1.51 1.83 0.44 0.24
H 0.54 2.73 1.60 0.18
C -1.03 -1.06 -1.14 -0.12
N -0.06 -0.64 -0.34 -0.47
O -1.02 -1.36 -2.35 -0.70
H -1.98 -1.24 -0.59 0.27
H -0.04 0.26 1.23 0.40
H 0.82 -0.96 -0.75 0.07
```

Summary:
net charge: -1
DFT total energy: -7756.7694 eV

---

19.
A cluster of 2 separate species, C2H6NO2 in total, computed with wB97M-V/def2-TZVPD.

```
11
Properties=species:S:1:pos:R:3:mulliken_charge:R:1
C -0.50 -0.65 -2.08 -0.39
O 0.93 -0.97 -1.94 -0.57
H -0.93 -1.67 -2.01 0.18
H -0.75 0.02 -1.26 0.16
H -0.64 -0.38 -3.13 0.22
C 0.00 0.75 1.37 0.13
N -0.49 1.40 2.38 -0.81
O -0.02 -0.43 0.90 -0.70
H 0.86 1.33 0.88 0.16
H 1.02 -0.89 -0.97 0.38
H -0.01 2.28 2.46 0.24
```

Summary:
net charge: -1
DFT total energy: -7756.3421 eV

---

20.
An isolated molecule of C2H6NO2P, computed with wB97M-V/def2-TZVPD.

```
12
Properties=species:S:1:pos:R:3:mulliken_charge:R:1
C 0.34 -0.76 -1.44 -0.32
C 0.85 -0.03 1.42 -0.52
N -0.21 0.18 -2.17 -0.14
O 1.16 1.27 1.17 -0.51
O -1.58 0.21 0.13 -0.73
P -0.44 -0.71 0.13 0.52
H 0.04 -0.06 2.18 0.27
H 1.49 -0.85 1.57 0.46
H 0.27 1.61 0.97 0.36
H -0.04 0.47 -3.13 0.21
H -1.04 0.63 -1.70 0.29
H -0.85 -1.97 0.86 0.11
```

Summary:
DFT total energy: -17042.2656 eV